# C4H9NO2

An isolated molecule of C4H9NO2 (ωB97M-V with the def2-TZVPD basis set, OMol25).

```
16
Properties=species:S:1:pos:R:3:mulliken_charge:R:1
C 1.97 -0.47 -0.53 -1.4201
C 0.46 -0.25 -0.46 0.4332
O -0.26 -1.46 -0.72 -0.5593
C 0.01 0.22 0.92 -0.6673
C -1.25 1.07 0.92 0.3901
O -1.36 2.07 1.61 -0.6375
N -2.22 0.65 0.07 -0.3241
H 2.30 -1.18 0.24 0.3189
H 2.48 0.48 -0.38 0.3741
H 2.26 -0.85 -1.51 0.3996
H 0.18 0.50 -1.21 0.2721
H 0.03 -1.81 -1.57 0.3144
H -0.17 -0.68 1.54 0.3456
H 0.79 0.81 1.42 0.3265
H -3.10 1.14 0.07 0.2207
H -2.14 -0.25 -0.40 0.2130
```

Results
LUMO level: 0.025 hartree
ΔE to the lowest compared entry with this formula, charge and spin: 8.7 kcal/mol
Total charge: 0
SMILES string: C[C@@H](O)CC(N)=O



# C5H36N2O14

A cluster of 14 separate species, C5H36N2O14 in total in a non-equilibrium geometry (ωB97M-V with the def2-TZVPD basis set, OMol25).

```
57
Properties=species:S:1:pos:R:3:mulliken_charge:R:1
C -1.46 0.31 1.02 -0.5968
C -1.93 1.74 1.00 0.2893
C -2.21 2.24 2.40 -0.3282
C -1.29 2.91 3.07 -0.7768
N -0.07 0.20 0.45 0.7445
C 0.48 -1.03 0.24 -0.4080
N 0.18 -2.05 1.04 0.0814
O 1.34 -1.15 -0.66 -0.5492
H -1.42 -0.19 1.99 0.7269
H -2.08 -0.47 0.56 -0.1524
H -1.19 2.37 0.49 -0.2999
H -2.77 1.85 0.30 0.4529
H -3.12 1.88 2.86 0.3531
H -0.25 3.21 3.02 0.2539
H -1.49 3.08 4.14 0.2069
H -0.08 0.76 -0.39 -0.1049
H 0.62 -2.96 1.03 0.2650
H -0.34 -1.90 1.89 0.0846
H -0.42 -1.55 -3.45 0.2621
H -0.05 -2.12 -1.95 0.2397
O -0.63 -1.61 -2.51 -0.5139
H 2.46 1.03 -2.78 0.1485
H 1.40 0.40 -1.73 0.3488
O 1.57 1.04 -2.44 -0.5436
H -2.41 -2.09 -1.37 0.2330
H -3.45 -1.11 -1.88 0.3604
O -3.32 -2.05 -1.69 -0.6386
H 3.67 -1.11 1.22 0.2728
H 2.79 -0.22 0.28 0.3643
O 3.31 -0.23 1.10 -0.6312
H 3.51 2.19 0.53 0.2544
H 2.48 3.28 0.80 0.2540
O 2.78 2.67 0.13 -0.5112
H -0.51 4.77 0.41 0.2526
H 0.26 4.04 -0.82 0.2729
O -0.23 3.94 0.01 -0.5864
H 0.10 0.55 -3.71 0.2868
H 0.71 0.48 -5.06 0.3113
O -0.14 0.67 -4.65 -0.6620
H -4.56 -2.46 1.80 0.2811
H -3.36 -2.35 1.02 0.3517
O -3.65 -2.78 1.84 -0.5811
H 3.15 4.16 -2.08 0.2911
H 2.55 2.77 -1.81 0.3895
O 2.64 3.46 -2.49 -0.6352
H 3.34 -0.35 -3.15 0.2572
H 2.72 -1.25 -1.97 0.3864
O 3.48 -1.05 -2.52 -0.6383
H -1.58 -4.02 2.75 0.3154
H -0.75 -4.01 4.12 0.2771
O -1.01 -3.51 3.34 -0.6259
H -0.91 -4.54 -1.73 0.3000
H -1.75 -5.57 -1.02 0.2960
O -1.14 -4.84 -0.84 -0.5795
H 2.10 0.71 2.47 0.3258
H 0.61 1.00 2.39 0.2439
O 1.33 0.88 3.03 -0.6721
```

Results
LUMO level: 0.007 hartree
ΔE to the lowest compared entry with this formula, charge and spin: 48.0 kcal/mol
Total charge: 0



# C32H34BiFN6O6S5

A structure of composition C32H34BiFN6O6S5 in a non-equilibrium geometry (ωB97M-V with the def2-TZVPD basis set, OMol25).

```
85
Properties=species:S:1:pos:R:3:mulliken_charge:R:1
Bi -0.70 -1.42 -0.05 1.8288
C 0.62 1.83 3.26 -1.2090
C 2.12 1.76 3.01 -1.1039
C 2.47 1.94 1.56 0.6245
C 3.61 2.64 1.18 -1.0203
C 3.82 2.89 -0.16 -0.6255
C 2.87 2.47 -1.08 -1.3305
C 1.78 1.75 -0.61 -0.8484
N 1.61 1.47 0.67 0.9596
N -0.12 0.63 2.89 1.4177
C 0.30 -0.48 3.72 -1.1047
C -0.55 -1.72 3.81 0.3894
C -0.29 -2.59 4.86 -0.9692
C -1.02 -3.76 4.97 -0.5571
C -2.04 -3.99 4.05 -0.6712
C -2.25 -3.05 3.06 -0.8289
N -1.50 -1.96 2.92 0.2320
C -1.55 0.89 2.94 -1.3960
C -2.02 1.95 1.98 1.0139
C -3.16 2.72 2.26 -1.1588
C -3.58 3.64 1.31 -0.7740
C -2.86 3.78 0.14 -0.8523
C -1.74 2.99 -0.03 -0.3992
N -1.34 2.10 0.86 0.6015
H 0.22 2.65 2.66 0.4689
H 0.46 2.05 4.34 0.5654
H 2.53 0.82 3.38 0.2870
H 2.60 2.56 3.57 0.4834
H 4.31 3.00 1.92 0.5118
H 4.71 3.43 -0.49 0.4115
H 2.97 2.71 -2.12 0.6480
H 1.01 1.39 -1.27 1.0238
H 0.47 -0.13 4.76 0.5174
H 1.28 -0.82 3.35 0.2617
H 0.49 -2.36 5.57 0.4793
H -0.81 -4.47 5.75 0.4254
H -2.64 -4.88 4.11 0.4695
H -3.04 -3.16 2.33 0.5254
H -1.87 1.16 3.97 0.3323
H -2.07 -0.03 2.66 0.4454
H -3.70 2.60 3.19 0.4878
H -4.46 4.24 1.49 0.4242
H -3.18 4.48 -0.62 0.5321
H -1.13 3.06 -0.92 0.4086
O -1.26 -7.55 -3.41 -0.5614
C -1.21 -6.51 -2.83 0.5664
S -1.21 -4.93 -3.64 -0.1457
C -1.11 -3.95 -2.19 -0.0336
C -1.08 -4.60 -1.02 0.1061
S -0.97 -3.85 0.56 -0.4605
S -1.13 -6.35 -1.06 -0.1581
S -1.10 -2.20 -2.38 -0.3418
C 4.02 -0.30 -3.25 -0.9780
C 3.46 -1.57 -2.64 -0.8740
S 2.53 -1.03 -1.14 0.8065
O 1.52 -2.11 -0.88 -1.0383
C 3.80 -1.40 0.15 -0.0771
C 4.01 -2.89 0.31 -1.2693
H 4.69 -0.52 -4.08 0.4275
H 4.57 0.27 -2.51 0.2602
H 3.21 0.32 -3.63 0.2457
H 4.23 -2.28 -2.37 0.3636
H 2.72 -2.06 -3.27 0.4688
H 3.36 -0.97 1.05 -0.0564
H 4.70 -0.85 -0.11 0.4419
H 3.04 -3.39 0.30 0.2847
H 4.51 -3.11 1.25 0.4291
H 4.62 -3.29 -0.50 0.3333
F -0.50 1.11 -5.80 -0.3645
C -1.39 1.74 -5.01 0.3122
C -2.15 1.04 -4.15 -0.0948
N -3.05 1.64 -3.33 0.2122
C -3.63 0.88 -2.25 -1.5940
C -2.51 0.27 -1.39 1.4925
O -2.86 -0.50 -0.46 -0.8726
O -1.33 0.50 -1.70 -0.5994
C -3.24 3.01 -3.35 0.4146
O -4.03 3.58 -2.62 -0.6417
N -2.47 3.69 -4.26 -0.0398
C -1.48 3.19 -5.11 0.2436
O -0.83 3.93 -5.82 -0.6340
H -2.05 -0.04 -4.09 0.4800
H -4.24 0.05 -2.62 0.3223
H -4.24 1.55 -1.65 0.4565
H -2.59 4.70 -4.26 0.2399
```

Results
LUMO level: 0.007 hartree
ΔE to the lowest compared entry with this formula, charge and spin: 40.1 kcal/mol
Total charge: 0



# C4H7NO

An isolated molecule of C4H7NO in a non-equilibrium geometry (ωB97M-V with the def2-TZVPD basis set, OMol25).

```
13
Properties=species:S:1:pos:R:3:mulliken_charge:R:1
O 1.81 0.70 0.45 -0.5597
C 0.92 0.23 -0.51 -0.3788
C 0.32 -1.20 -0.31 -0.3815
C -1.08 -0.60 -0.23 -0.3855
N -0.83 0.62 0.97 -0.6851
C -0.52 0.79 -0.40 0.0836
H 1.31 0.71 1.29 0.3675
H 1.38 0.38 -1.49 0.4124
H 0.63 -1.75 0.58 0.2419
H 0.47 -1.84 -1.19 0.2717
H -1.69 -0.72 0.68 0.2471
H -1.78 1.03 1.09 0.2980
H -0.93 1.64 -0.93 0.4684
```

Results
LUMO level: 0.040 hartree
ΔE to the lowest compared entry with this formula, charge and spin: 109.2 kcal/mol
Total charge: 0
SMILES string: O[C@H]1C[C@H]2N[C@@H]12



Values of HOMO-LUMO gap, in order: 10.33 10.18 7.51 10.32, all in eV.
Values of HOMO, in order: -0.35406 -0.36706 -0.26921 -0.33891, all in hartree.
Values of electronic energy, in order: -9879.6824 -37414.2832 -117696.6522 -7794.9103, all in eV.